A molecular structure, H26O13 in a non-equilibrium geometry. Source: the Open Molecules 2025 dataset; level of theory: ωB97M-V/def2-TZVPD.

Atoms and positions in Å:
H1 -0.6223 0.6118 0.4159
H2 0.4084 0.2235 -0.6315
H3 0.8842 1.8184 3.3859
H4 2.2355 1.1442 3.2144
H5 -0.0793 -2.7186 1.0021
H6 0.1252 -3.0337 -0.4707
H7 0.6700 3.0539 -1.9841
H8 0.3420 1.7744 -1.2322
H9 4.3263 1.4804 -0.8042
H10 5.6693 0.8050 -1.0286
H11 -1.4473 3.8398 -0.0562
H12 -1.3584 4.8620 -1.1775
H13 1.6554 -2.4319 0.4485
H14 3.0145 -1.9411 0.9198
H15 -2.7601 -2.1432 -3.6379
H16 -3.4951 -1.2064 -2.6933
H17 -2.9622 1.9884 1.4833
H18 -4.3734 1.5484 1.1300
H19 -2.8237 0.5465 -1.6773
H20 -2.0511 -0.6858 -1.2362
H21 -0.2583 -0.7389 1.7636
H22 0.8658 -0.7737 0.7413
H23 4.4732 -1.3329 -0.1009
H24 4.9862 -2.7619 -0.1716
H25 -5.2530 -2.7504 1.3310
H26 -4.0665 -1.8138 1.1725
O1 -0.4987 0.5353 -0.5370
O2 1.7926 1.9946 3.1162
O3 -0.3674 -3.3205 0.3066
O4 0.2575 2.7328 -1.1743
O5 4.8080 0.9391 -1.4398
O6 -1.0481 4.6876 -0.2818
O7 2.4892 -2.0746 0.1227
O8 -3.1707 -2.1111 -2.7665
O9 -3.4759 1.5757 0.7798
O10 -1.9791 0.2731 -1.3020
O11 0.6834 -0.9243 1.6757
O12 5.2541 -1.8496 -0.3296
O13 -4.5081 -2.3787 1.8167

Computed properties:
Energy above the lowest of the compared OMol25 structures with the same formula, charge and spin   736.5 kJ/mol
Orbital gap   9.18 eV
Net charge   0

These are the natural (NBO) partial charges, in e, on atoms 1 to 5: atom 1 (H): 0.4675, atom 2 (H): 0.4232, atom 3 (H): 0.4631, atom 4 (H): 0.4683, atom 5 (H): 0.4658

A gas-phase ion, C2H6O4PS (charge -1) in a non-equilibrium geometry. Source: the Open Molecules 2025 dataset; level of theory: ωB97M-V/def2-TZVPD.

Atoms and positions in Å:
C1 -0.7538 -0.1927 -1.4973
C2 -0.9559 -0.1012 1.5077
O1 2.5164 0.1165 -1.2165
O2 -0.9406 2.5917 -0.1937
O3 2.5507 0.2516 1.1973
O4 1.4396 -1.6325 0.0421
P1 -0.1711 0.6413 -0.0079
S1 1.8609 -0.2444 0.0147
H1 0.1159 -0.3057 -2.1012
H2 -1.0115 -1.1980 -1.1572
H3 -1.4426 0.5773 -1.9321
H4 -1.3448 -1.1764 1.4504
H5 -0.0563 0.0041 2.1824
H6 -1.8070 0.6684 1.7112

Computed properties:
Energy above the lowest of the compared OMol25 structures with the same formula, charge and spin   51.7 kJ/mol
Orbital gap (spin up / spin down)   6.82 / 8.16 eV
Spin multiplicity   3
Net charge   -1

These are the natural (NBO) partial charges, in e, on atoms 1 to 5: atom 1 (C): -0.9985, atom 2 (C): -0.9820, atom 3 (O): -1.0162, atom 4 (O): -0.5332, atom 5 (O): -1.0131

Values for E_tot, eV, ordered as above
-27034.31329; -30482.95295